Here is a structure of composition C18H38NOSi3 from the Open Molecules 2025 dataset. Energies are from wB97M-V/def2-TZVPD.

Output
**Net charge**: -1
**Largest force on an atom**: 0.99 eV/Å
**Gap between HOMO and LUMO**: 6.04 eV
**E_LUMO**: 2.38 eV

Geometry (Å):
C -2.326 -2.961 2.477
O -1.043 -2.859 3.032
C -0.277 -1.812 2.444
C -0.487 -0.500 3.183
C 0.162 0.674 2.459
Si -0.194 2.360 3.183
C -2.023 2.887 3.081
C -2.908 1.904 2.362
C -2.789 1.732 0.983
C -3.586 0.801 0.327
C -4.508 0.038 1.044
C -4.631 0.194 2.423
C -5.612 -0.637 3.217
C -3.831 1.131 3.076
H -2.779 -1.980 2.326
H -2.312 -3.482 1.517
H -2.966 -3.519 3.155
H 0.766 -2.101 2.480
H -0.595 -1.693 1.407
H -0.071 -0.625 4.181
H -1.562 -0.376 3.299
H -0.061 0.675 1.395
H 1.243 0.545 2.523
H 0.576 3.356 2.394
H 0.299 2.461 4.578
H -2.079 3.870 2.623
H -2.389 3.013 4.099
H -2.071 2.305 0.420
H -3.491 0.656 -0.738
H -5.113 -0.696 0.537
H -6.573 -0.141 3.293
H -5.201 -0.799 4.207
H -5.718 -1.610 2.748
H -3.907 1.271 4.142
C 5.648 1.066 -4.375
Si 3.887 0.418 -4.107
C 3.672 -0.990 -5.365
C 2.743 1.825 -4.676
N 3.694 -0.037 -2.509
Si 2.318 -0.663 -1.798
C 1.732 -2.321 -2.516
C 0.812 0.501 -1.819
C 2.642 -1.001 0.038
H 5.808 1.371 -5.417
H 5.836 1.930 -3.734
H 6.377 0.291 -4.132
H 4.020 -0.690 -6.362
H 2.625 -1.287 -5.462
H 4.250 -1.862 -5.054
H 2.766 2.643 -3.954
H 1.709 1.487 -4.780
H 3.054 2.223 -5.650
H 1.298 -2.198 -3.511
H 0.966 -2.785 -1.879
H 2.573 -3.013 -2.590
H 1.103 1.496 -1.478
H 0.014 0.133 -1.157
H 0.385 0.590 -2.821
H 2.925 -0.080 0.553
H 3.453 -1.723 0.153
H 1.748 -1.406 0.524

***

Here is a structure of composition C9H32B6CsF16N3O5V at a distorted geometry from the Open Molecules 2025 dataset. Energies are from wB97M-V/def2-TZVPD.

Output
**Net charge**: -1
**Largest force on an atom**: 5.26 eV/Å
**Gap between HOMO and LUMO**: 7.24 eV
**E_LUMO**: 0.23 eV

Geometry (Å):
O -0.185 2.723 -2.841
V -0.664 1.752 -1.606
O -1.581 0.589 -2.194
Cs 1.518 1.819 2.723
B -2.463 2.802 -0.447
H -1.757 2.388 0.255
H -1.973 3.495 -1.113
H -3.033 2.038 -0.952
H -3.116 3.473 0.091
B 0.542 0.356 -0.183
H 1.100 1.095 -0.739
H -0.259 0.840 0.353
H 0.175 -0.404 -0.855
H 1.244 -0.129 0.478
C -5.733 2.909 0.950
C -5.295 1.540 1.463
O -6.186 0.750 1.835
N -3.783 1.327 1.450
H -3.523 1.932 0.685
H -3.321 1.697 2.268
C -3.397 -0.074 1.179
H -5.200 3.732 1.425
H -6.802 3.116 1.010
H -5.367 2.884 -0.076
H -3.259 -0.444 2.195
H -2.382 0.107 0.824
H -3.970 -0.572 0.397
C 5.981 0.013 -1.043
C 4.721 0.274 -0.241
O 4.728 0.857 0.868
N 3.385 -0.325 -0.791
H 2.534 0.081 -0.430
H 3.223 0.142 -1.672
C 3.344 -1.768 -0.726
H 6.315 -1.016 -0.901
H 6.685 0.705 -0.581
H 5.821 0.336 -2.072
H 3.522 -2.060 0.309
H 4.185 -2.157 -1.300
H 2.342 -2.035 -1.062
C -0.640 -2.647 0.236
C -0.353 -3.790 -0.673
O 0.784 -4.066 -0.974
N -1.568 -4.647 -1.177
H -1.783 -5.285 -0.423
H -2.310 -3.962 -1.214
C -1.480 -5.355 -2.567
H -1.185 -1.885 -0.319
H 0.234 -2.021 0.416
H -0.956 -2.877 1.254
H -0.554 -5.928 -2.509
H -1.236 -4.571 -3.284
H -2.434 -5.856 -2.736
B 2.903 -2.210 2.809
F 2.662 -2.622 4.108
F 3.226 -0.837 2.805
F 3.898 -2.942 2.273
F 1.738 -2.496 2.128
B 1.576 4.122 -0.134
F 1.661 4.937 -1.307
F 1.348 4.900 1.008
F 0.471 3.299 -0.299
F 2.734 3.371 0.031
B 2.357 0.532 -3.636
F 2.629 -0.771 -3.326
F 2.974 1.423 -2.722
F 2.575 0.657 -5.014
F 1.059 0.589 -3.357
B -1.658 1.240 3.968
F -1.122 0.012 3.794
F -2.978 1.007 4.118
F -1.213 1.981 5.061
F -1.475 1.908 2.728